C28H60InN2O4 as an isolated structure at a distorted geometry, computed with ωB97M-V/def2-TZVPD.

Its expectation value of S² is 2.0082. The value obtained for the gap between HOMO and LUMO (spin up / spin down) is 6.5 / 6.3 eV. The max |F| comes out at 1.04 eV/Å. The multiplicity is 3. Its charge is -1.

The geometry in XYZ format:
```
95
Properties=species:S:1:pos:R:3:forces:R:3:lowdin_charge:R:1
C -5.533130 4.062580 -0.791306 0.0 0.0 0.0 -0.1055
O -6.148185 3.227986 -1.747072 -0.1 0.0 -0.2 -0.1992
C -5.544636 1.955846 -1.863738 0.0 0.1 0.0 -0.2503
C -6.026592 1.284416 -3.134733 0.1 -0.3 0.2 -0.1808
C -5.185688 1.561632 -4.374199 -0.3 -0.1 -0.4 -0.2150
C -5.166772 3.007575 -4.863567 0.1 0.1 0.2 -0.2156
C -4.168363 3.917370 -4.140141 0.3 -0.1 -0.2 -0.3308
C -2.717379 3.778584 -4.625795 0.0 0.2 0.3 -0.3306
In -1.371385 4.437633 -2.962573 -0.3 0.1 0.0 0.4072
C -1.431336 2.750274 -1.486666 0.3 -0.2 -0.2 -0.3202
C -0.665175 1.512471 -2.013038 0.0 0.3 0.2 -0.3000
C -1.510868 0.254670 -2.110468 0.1 0.2 0.1 -0.2664
O -1.507136 -0.487575 -0.883487 0.1 -0.3 -0.1 -0.0910
H -5.535262 5.080566 -1.171899 0.0 0.1 0.0 0.0883
H -4.496625 3.773140 -0.613647 0.1 0.0 0.0 0.0796
H -6.080693 4.027144 0.154295 0.0 0.0 0.1 0.0801
H -5.773183 1.354774 -0.975627 -0.1 -0.1 0.1 0.1212
H -4.456481 2.069609 -1.916990 0.0 -0.1 0.1 0.0852
H -6.014181 0.206133 -2.952669 0.0 -0.1 0.0 0.1050
H -7.067557 1.558480 -3.312798 -0.1 0.1 0.0 0.1131
H -4.168022 1.193196 -4.220978 0.1 0.1 0.1 0.1001
H -5.606790 0.943998 -5.174002 0.1 -0.1 0.0 0.1006
H -4.895488 3.011025 -5.921122 -0.1 0.0 -0.1 0.1008
H -6.177204 3.418706 -4.775946 -0.1 0.0 0.0 0.1034
H -4.474334 4.953938 -4.289968 0.0 0.1 0.1 0.0987
H -4.205474 3.745181 -3.063467 -0.2 0.0 -0.1 0.0452
H -2.566833 4.405390 -5.507308 0.0 0.0 -0.1 0.0114
H -2.509416 2.749212 -4.932601 0.1 -0.1 0.0 0.0165
H 0.291805 4.787860 -3.480384 0.0 -0.1 0.1 -0.1412
H -2.192230 5.842409 -2.194461 0.1 0.0 -0.1 -0.1253
H -2.469089 2.458840 -1.295336 -0.1 0.1 0.0 -0.0086
H -1.024941 3.069593 -0.526597 0.0 0.1 0.1 0.0102
H 0.171549 1.281997 -1.347293 0.1 -0.1 0.0 0.0900
H -0.217400 1.714222 -2.989936 0.0 -0.1 -0.1 0.0721
H -2.538197 0.532527 -2.354910 -0.1 -0.1 -0.2 0.0968
H -1.134648 -0.410223 -2.888785 0.0 -0.1 0.0 0.1061
H -2.292204 -0.265334 -0.386114 -0.2 0.1 0.2 0.0646
C -1.370079 -4.076557 4.358138 0.0 0.2 0.1 -0.0203
C -1.773543 -3.460762 3.003994 0.0 -0.4 0.5 -0.4848
C -0.760150 -3.771938 1.895027 0.2 0.1 -0.3 -0.1331
C 0.521245 -2.942902 1.944532 -0.1 0.0 0.1 -0.1628
C 0.185125 -1.453563 2.000023 0.1 -0.2 -0.3 -0.1290
C -0.735560 -1.101865 3.165854 0.4 0.3 0.6 -0.4821
N -1.956307 -1.978583 3.102641 0.5 0.0 -0.9 -0.0913
O -2.771662 -1.543359 2.216843 -0.6 0.1 0.2 -0.0228
C 0.029613 -1.223558 4.494441 -0.1 -0.1 0.0 -0.0399
C -1.187931 0.348743 3.054149 -0.1 0.1 -0.1 -0.0318
C -3.106214 -4.092540 2.624034 -0.1 0.0 -0.1 -0.0522
H -0.724704 -3.450812 4.962333 0.1 0.0 -0.1 0.0471
H -2.260294 -4.270510 4.958219 0.0 0.0 0.0 0.0813
H -0.857296 -5.026784 4.202170 -0.1 0.0 0.0 0.0871
H -1.244117 -3.582955 0.931816 0.0 0.1 0.0 0.1249
H -0.532567 -4.839756 1.927543 0.0 0.0 0.0 0.1177
H 1.145889 -3.240471 2.792490 0.0 0.0 0.0 0.1065
H 1.111825 -3.145170 1.048781 0.0 0.0 0.0 0.1092
H 1.096605 -0.857272 2.089703 0.0 0.0 0.0 0.1053
H -0.292251 -1.158731 1.059910 0.0 0.0 0.1 0.1074
H -0.646493 -1.135753 5.346729 0.0 0.0 0.0 0.0911
H 0.750553 -0.408165 4.553660 0.0 0.1 0.0 0.0830
H 0.600410 -2.143955 4.591814 0.0 0.0 0.0 0.0604
H -1.650665 0.561236 2.094687 0.0 0.0 0.0 0.0757
H -0.317851 0.996717 3.160233 0.0 0.0 0.0 0.0872
H -1.899725 0.594575 3.844163 0.0 0.0 0.0 0.0921
H -3.889864 -3.809761 3.327344 0.0 0.0 0.0 0.0883
H -2.986587 -5.177132 2.657682 0.0 0.0 0.0 0.0893
H -3.423608 -3.811342 1.623347 0.0 0.0 0.0 0.0794
C 7.661871 -0.772065 -0.154064 0.0 0.1 0.1 -0.0189
C 6.534994 -1.700377 0.340859 0.6 0.2 -0.2 -0.4854
C 5.561098 -2.076230 -0.782833 -0.3 0.0 -0.1 -0.1375
C 4.573023 -0.976192 -1.164759 0.1 0.0 0.1 -0.1627
C 3.832028 -0.470854 0.071550 0.0 -0.2 -0.2 -0.1281
C 4.780108 0.000721 1.174566 0.1 0.7 0.0 -0.4859
N 5.769185 -1.089594 1.473510 -0.6 -0.5 -0.4 -0.0970
O 5.284062 -1.976229 2.260840 0.2 0.0 0.4 -0.0270
C 5.446380 1.319874 0.750545 0.1 -0.1 0.0 -0.0365
C 4.000042 0.293775 2.446095 -0.2 -0.1 0.2 -0.0453
C 7.214378 -2.969769 0.836830 0.0 -0.2 0.0 -0.0540
H 7.424680 0.283436 -0.117535 -0.1 0.0 -0.1 0.0479
H 8.552418 -0.908452 0.460937 0.0 0.0 0.0 0.0824
H 7.925577 -1.015699 -1.184034 0.0 -0.1 0.0 0.0886
H 4.988229 -2.951418 -0.459542 0.0 0.0 0.1 0.1223
H 6.143921 -2.389111 -1.651417 0.0 0.0 0.0 0.1183
H 5.084876 -0.157697 -1.677907 0.0 0.0 0.0 0.1084
H 3.849933 -1.373999 -1.878235 0.0 0.0 0.0 0.1153
H 3.163416 0.352188 -0.187602 0.0 0.0 0.0 0.1293
H 3.202132 -1.276728 0.461817 0.1 0.0 0.1 0.1163
H 6.245787 1.595021 1.440426 0.0 0.0 0.0 0.0930
H 4.696271 2.109575 0.774326 -0.1 0.0 0.0 0.0906
H 5.843486 1.307215 -0.260754 0.0 0.0 0.0 0.0621
H 3.408212 -0.562121 2.762294 0.1 0.0 0.0 0.0663
H 3.318501 1.123960 2.259340 0.0 0.0 -0.1 0.0904
H 4.662004 0.574707 3.266693 0.0 0.0 0.0 0.0924
H 7.838579 -2.767014 1.707137 0.0 0.0 0.0 0.0884
H 7.851938 -3.345330 0.034441 0.0 0.0 0.0 0.0900
H 6.498618 -3.744514 1.099500 0.0 0.0 0.0 0.0778
```
Forces are in eV/Å.